No. 1
{"formula": "C21H60Cl6O9", "method": "the ωB97M-V functional and the def2-TZVPD basis", "elements": ["Cl", "C", "Cl", "H", "H", "Cl", "C", "Cl", "H", "H", "Cl", "C", "Cl", "H", "H", "C", "C", "O", "H", "H", "H", "H", "H", "H", "C", "C", "O", "H", "H", "H", "H", "H", "H", "C", "C", "O", "H", "H", "H", "H", "H", "H", "C", "C", "O", "H", "H", "H", "H", "H", "H", "C", "C", "O", "H", "H", "H", "H", "H", "H", "C", "C", "O", "H", "H", "H", "H", "H", "H", "C", "C", "O", "H", "H", "H", "H", "H", "H", "C", "C", "O", "H", "H", "H", "H", "H", "H", "C", "C", "O", "H", "H", "H", "H", "H", "H"], "coordinates": [[-0.991, -3.138, 2.286], [-1.254, -3.239, 4.071], [-2.708, -4.243, 4.378], [-0.365, -3.718, 4.495], [-1.381, -2.250, 4.486], [-2.488, 0.058, 3.591], [-1.030, 1.075, 3.388], [0.357, 0.362, 4.255], [-0.805, 1.158, 2.338], [-1.226, 2.088, 3.753], [3.322, -2.204, -1.891], [3.359, -0.511, -2.286], [3.322, -0.266, -4.110], [2.456, -0.010, -1.916], [4.293, -0.107, -1.907], [0.995, 4.846, 0.890], [-0.392, 4.262, 1.145], [-0.943, 3.782, -0.074], [0.925, 5.886, 0.545], [1.570, 4.225, 0.227], [1.517, 4.904, 1.858], [-0.979, 5.042, 1.675], [-0.281, 3.468, 1.905], [-1.806, 3.361, 0.107], [3.996, 3.340, 2.734], [3.101, 2.219, 2.199], [3.372, 2.045, 0.812], [4.986, 3.269, 2.322], [4.055, 3.226, 3.827], [3.546, 4.288, 2.438], [2.042, 2.422, 2.339], [3.317, 1.318, 2.815], [2.882, 1.235, 0.585], [0.328, -4.405, -1.240], [-0.512, -5.603, -0.953], [-0.721, -6.438, -2.139], [1.328, -4.757, -1.530], [0.346, -3.678, -0.411], [0.003, -3.888, -2.121], [-1.494, -5.294, -0.529], [-0.046, -6.223, -0.186], [-1.195, -5.898, -2.783], [-4.067, -2.088, 0.484], [-2.909, -1.574, -0.354], [-3.225, -0.306, -0.960], [-4.915, -2.396, -0.149], [-4.392, -1.257, 1.142], [-3.766, -2.948, 1.067], [-2.525, -2.245, -1.144], [-2.042, -1.429, 0.315], [-3.164, -0.413, -1.908], [2.183, -5.075, 2.022], [3.033, -3.933, 1.498], [2.688, -2.661, 2.053], [2.187, -5.040, 3.111], [2.587, -6.059, 1.668], [1.136, -4.948, 1.696], [2.800, -3.771, 0.452], [4.087, -4.176, 1.594], [2.761, -2.586, 3.014], [-4.805, 3.597, 0.949], [-4.387, 2.172, 0.754], [-3.025, 2.125, 0.277], [-5.839, 3.605, 1.222], [-4.642, 4.197, 0.052], [-4.197, 4.087, 1.719], [-4.963, 1.672, -0.034], [-4.551, 1.550, 1.656], [-2.938, 1.355, -0.331], [-0.261, -1.194, -3.271], [-0.685, -0.056, -4.155], [-2.121, -0.090, -4.146], [-0.487, -0.990, -2.224], [0.820, -1.334, -3.365], [-0.781, -2.109, -3.569], [-0.295, -0.285, -5.151], [-0.304, 0.897, -3.799], [-2.449, 0.677, -4.619], [1.977, 3.477, -4.018], [1.367, 3.589, -2.622], [-0.005, 3.167, -2.697], [1.827, 2.475, -4.437], [3.058, 3.635, -3.936], [1.537, 4.168, -4.757], [1.452, 4.632, -2.292], [2.003, 2.964, -1.978], [-0.348, 3.481, -1.824], [0.176, 0.643, -0.600], [0.612, -0.559, 0.160], [1.984, -0.331, 0.621], [0.352, 1.543, 0.011], [-0.887, 0.618, -0.782], [0.684, 0.678, -1.556], [0.588, -1.449, -0.472], [-0.037, -0.642, 1.048], [2.313, -1.066, 1.176]], "atomic_forces_ev_per_a": [[0.002, 0.181, 0.757], [0.117, -0.757, -0.569], [0.553, 0.429, 0.134], [-0.434, -0.021, -0.129], [-0.209, 0.118, -0.166], [0.268, 0.417, -0.131], [-0.181, 0.109, 0.292], [-0.278, 0.252, -0.254], [0.118, -0.313, -0.323], [-0.005, -0.463, 0.265], [-0.122, -0.510, 0.105], [-0.338, 0.622, -1.028], [0.160, -0.080, 0.969], [0.664, -0.265, 0.024], [-0.222, 0.221, -0.089], [-0.444, 0.598, 0.948], [0.615, 0.251, 0.480], [-0.072, 0.574, 0.656], [0.059, -0.374, -0.321], [0.280, -0.188, -0.322], [-0.067, -0.081, -0.298], [-0.230, -0.316, -0.654], [-0.123, -0.201, -0.440], [0.055, -0.167, -0.114], [-1.189, -0.326, 0.214], [1.026, -0.179, 0.251], [-0.180, -0.273, 0.446], [0.390, -0.127, -0.212], [-0.030, 0.425, -0.263], [0.318, 0.184, 0.261], [-0.272, 0.273, 0.171], [-0.064, 0.083, -0.645], [0.054, -0.001, -0.221], [0.989, 0.014, -0.118], [-1.387, -0.532, -0.227], [0.268, 0.676, 1.063], [0.039, 0.294, 0.454], [0.206, -0.412, -0.195], [-0.571, 0.456, -0.478], [0.370, -0.207, -0.303], [0.009, -0.222, -0.247], [0.078, -0.068, 0.103], [-0.401, 0.485, -0.657], [0.826, 0.071, 0.173], [-0.090, -0.302, 0.242], [0.219, 0.218, 0.206], [0.117, -0.580, -0.212], [0.117, -0.100, 0.280], [-0.541, -0.032, 0.335], [-0.295, 0.165, -0.164], [0.099, 0.134, -0.572], [-0.171, -0.228, -0.235], [-0.557, 0.026, -0.170], [0.010, 0.321, 0.258], [0.056, -0.297, 0.122], [-0.410, 0.816, 0.341], [0.451, -0.203, 0.109], [0.255, -0.177, -0.297], [0.259, 0.265, 0.157], [0.150, -0.488, -0.230], [0.894, 0.317, -0.011], [0.334, -0.950, -0.964], [-0.153, -0.231, 0.382], [-0.700, 0.300, 0.273], [-0.201, -0.226, -0.124], [-0.235, -0.190, 0.126], [-0.334, 0.286, 0.177], [0.444, 0.401, -0.147], [-0.145, 0.241, 0.563], [0.325, -0.139, 0.349], [-0.283, -0.769, -0.036], [0.004, 0.211, 0.064], [-0.119, -0.137, -0.209], [-0.132, -0.186, 0.056], [0.150, 0.065, -0.055], [-0.150, 0.368, -0.160], [0.006, 0.236, 0.006], [-0.054, 0.133, -0.059], [-0.095, -0.041, -0.231], [0.180, -0.174, -1.445], [0.689, 0.725, 1.335], [0.035, 0.024, 0.253], [-0.129, 0.112, -0.211], [0.194, -0.035, 0.473], [-0.149, -0.149, 0.154], [-0.472, -0.022, 0.327], [-0.265, -0.529, -0.658], [0.258, 0.646, 0.366], [0.962, 0.042, 1.273], [-0.713, -0.068, -0.371], [0.167, -0.146, -0.457], [-0.367, -0.117, -0.207], [0.014, 0.553, -0.108], [-0.105, -0.170, 0.281], [0.210, -0.498, -0.238], [-0.376, -0.072, -0.299]], "charge": 0, "max_force_ev_per_a": 1.668, "smiles": "ClCCl.ClCCl.ClCCl.CCO.CCO.CCO.CCO.CCO.CCO.CCO.CCO.CCO", "de_lowest_ev": 0.0000, "gap_ev": 9.782}



No. 2
{"formula": "C31H43NiP2S2Sb", "method": "the ωB97M-V functional and the def2-TZVPD basis", "elements": ["Ni", "C", "P", "C", "C", "C", "P", "C", "C", "H", "H", "H", "H", "H", "H", "H", "H", "H", "H", "H", "H", "H", "H", "H", "H", "C", "C", "S", "C", "C", "S", "H", "H", "H", "H", "H", "H", "C", "C", "C", "C", "C", "C", "C", "Sb", "C", "C", "C", "C", "C", "C", "C", "C", "C", "C", "C", "C", "C", "C", "H", "H", "H", "H", "H", "H", "H", "H", "H", "H", "H", "H", "H", "H", "H", "H", "H", "H", "H", "H", "H"], "coordinates": [[-0.862, -0.373, -0.341], [-3.132, 2.612, -0.248], [-2.499, 1.003, 0.359], [-2.432, 1.301, 2.164], [-4.042, -0.014, 0.222], [-3.776, -1.457, 0.650], [-2.316, -2.147, -0.257], [-3.116, -2.795, -1.775], [-2.053, -3.706, 0.665], [-3.996, 2.918, 0.344], [-3.416, 2.535, -1.297], [-2.348, 3.364, -0.164], [-3.427, 1.519, 2.557], [-1.762, 2.139, 2.362], [-2.017, 0.422, 2.657], [-4.361, 0.014, -0.824], [-4.833, 0.441, 0.824], [-4.653, -2.087, 0.480], [-3.537, -1.490, 1.717], [-3.949, -3.456, -1.528], [-2.375, -3.343, -2.357], [-3.474, -1.963, -2.383], [-2.994, -4.247, 0.779], [-1.632, -3.486, 1.646], [-1.342, -4.323, 0.116], [2.826, -1.832, 2.048], [1.790, -1.466, 1.014], [0.513, -0.452, 1.520], [1.907, -1.924, -0.284], [3.042, -2.825, -0.700], [0.823, -1.465, -1.521], [2.694, -1.231, 2.944], [3.832, -1.665, 1.655], [2.743, -2.885, 2.327], [3.927, -2.232, -0.950], [2.757, -3.389, -1.585], [3.317, -3.524, 0.091], [4.146, 2.539, -2.575], [4.252, 3.796, -1.748], [5.240, 4.733, -2.033], [5.344, 5.912, -1.309], [4.456, 6.165, -0.276], [3.471, 5.235, 0.022], [3.356, 4.054, -0.704], [1.781, 2.628, -0.256], [0.336, 3.748, -1.438], [0.159, 5.116, -1.260], [-0.757, 5.823, -2.026], [-1.492, 5.161, -2.999], [-1.298, 3.803, -3.201], [-0.396, 3.078, -2.425], [-0.234, 1.600, -2.648], [1.311, 3.465, 1.684], [0.095, 4.094, 1.927], [-0.235, 4.559, 3.194], [0.658, 4.378, 4.237], [1.865, 3.735, 4.007], [2.210, 3.271, 2.741], [3.522, 2.564, 2.531], [5.019, 2.414, -3.215], [3.259, 2.583, -3.214], [4.052, 1.655, -1.943], [5.942, 4.542, -2.838], [6.117, 6.630, -1.552], [4.532, 7.081, 0.298], [2.797, 5.428, 0.850], [0.757, 5.645, -0.528], [-0.895, 6.886, -1.871], [-2.214, 5.701, -3.598], [-1.871, 3.289, -3.965], [-0.879, 1.244, -3.451], [-0.516, 1.046, -1.725], [0.794, 1.327, -2.886], [-0.611, 4.237, 1.118], [-1.182, 5.058, 3.361], [0.413, 4.729, 5.232], [2.555, 3.589, 4.831], [4.040, 2.418, 3.478], [4.172, 3.140, 1.869], [3.358, 1.584, 2.074]], "atomic_forces_ev_per_a": [[0.670, -0.651, 0.236], [0.232, -0.123, 0.001], [-0.630, 0.108, 0.292], [0.082, -0.036, -0.164], [0.141, 0.013, 0.042], [0.047, -0.055, -0.106], [-0.435, 0.141, 0.135], [0.105, 0.068, 0.066], [0.180, 0.166, -0.105], [-0.017, 0.004, -0.006], [0.020, 0.010, -0.004], [-0.016, 0.062, -0.052], [0.006, 0.044, 0.034], [-0.004, -0.046, 0.025], [-0.033, 0.018, 0.052], [0.008, 0.046, -0.004], [-0.030, 0.002, -0.041], [-0.014, -0.002, 0.088], [-0.004, -0.041, -0.001], [-0.007, -0.015, -0.032], [-0.009, 0.012, -0.025], [-0.015, -0.018, -0.018], [0.005, -0.026, -0.003], [0.008, 0.012, -0.003], [0.005, -0.024, 0.034], [-0.044, -0.039, -0.093], [-0.217, 0.222, 0.265], [-0.024, -0.011, -0.130], [-0.175, 0.090, -0.416], [-0.011, 0.043, 0.099], [0.005, -0.042, 0.104], [0.013, -0.002, 0.015], [0.027, -0.037, 0.067], [0.060, -0.004, 0.013], [0.026, -0.023, 0.026], [0.050, -0.022, -0.016], [0.019, 0.008, -0.016], [-0.022, 0.098, 0.038], [0.008, -0.024, 0.001], [0.026, 0.026, -0.015], [0.002, 0.033, -0.004], [0.021, 0.046, 0.019], [0.095, 0.012, 0.033], [-0.163, -0.077, 0.124], [0.103, 0.198, -0.014], [0.136, -0.243, 0.233], [0.027, 0.030, -0.080], [-0.038, 0.059, -0.012], [0.003, -0.027, 0.035], [-0.075, -0.021, 0.010], [-0.047, 0.052, -0.038], [-0.245, -0.071, 0.131], [-0.092, -0.103, -0.335], [0.024, 0.039, 0.025], [0.009, 0.001, 0.029], [-0.035, 0.000, 0.022], [0.025, 0.036, 0.007], [-0.033, -0.047, 0.097], [-0.083, 0.034, -0.018], [-0.018, 0.004, -0.020], [0.014, -0.062, -0.030], [0.010, -0.026, -0.041], [-0.021, -0.033, -0.004], [0.007, -0.015, 0.000], [-0.002, -0.009, 0.000], [-0.020, 0.012, -0.012], [-0.032, 0.002, 0.047], [0.030, -0.007, 0.014], [0.021, 0.000, -0.021], [0.023, -0.001, -0.013], [0.002, 0.026, -0.035], [0.229, 0.333, -0.516], [-0.013, -0.068, 0.059], [0.003, 0.022, -0.046], [-0.008, -0.011, -0.002], [0.010, 0.007, -0.007], [0.012, -0.018, -0.018], [0.018, -0.021, -0.009], [0.029, -0.028, -0.011], [0.037, -0.010, 0.015]], "charge": 0, "multiplicity": 3, "max_force_ev_per_a": 0.963, "de_lowest_ev": 0.0000, "gap_ev": [6.985, 6.294]}



No. 3
{"formula": "C3H25NO10S", "method": "the ωB97M-V functional and the def2-TZVPD basis", "elements": ["C", "C", "S", "N", "C", "O", "H", "H", "H", "H", "H", "H", "H", "H", "H", "O", "H", "H", "O", "H", "H", "O", "H", "H", "O", "H", "H", "O", "H", "H", "O", "H", "H", "O", "H", "H", "O", "H", "H", "O"], "coordinates": [[1.209, 1.291, 0.140], [2.230, 0.613, 1.055], [3.641, -0.210, 0.192], [-0.162, 1.424, 0.700], [-0.258, 2.361, 1.823], [0.358, 1.840, 2.997], [1.590, 2.257, -0.207], [1.059, 0.777, -0.822], [1.768, -0.279, 1.547], [2.474, 1.318, 1.844], [-0.625, 0.568, 1.034], [-1.333, 2.365, 2.127], [0.316, 3.276, 1.631], [-1.113, -2.479, 1.210], [-1.084, -2.625, -0.319], [-1.330, -3.109, 0.480], [-2.836, -2.333, -1.067], [-2.490, -0.939, -1.201], [-2.820, -1.685, -1.789], [2.216, -1.628, -1.290], [0.784, -1.408, -0.729], [1.287, -1.965, -1.322], [-0.623, 2.565, -2.481], [0.670, 3.120, -2.190], [0.056, 3.114, -2.939], [1.228, -1.784, 2.268], [0.094, 0.912, 3.086], [0.462, -2.189, 2.691], [-2.445, 0.975, -1.624], [-1.743, 1.831, -0.670], [-2.239, 1.912, -1.512], [1.058, -2.081, -3.193], [0.078, -1.074, -3.752], [0.663, -1.777, -4.031], [-3.391, 0.799, 0.427], [-2.410, -0.528, 1.044], [-3.066, -0.073, 0.152], [-0.303, -1.643, 2.301], [-1.962, -0.513, 2.774], [-1.607, -0.855, 1.947]], "atomic_forces_ev_per_a": [[-0.853, -0.804, -0.463], [-0.191, -1.557, -0.321], [0.151, 0.693, -0.076], [0.104, 1.984, 0.512], [-0.350, -2.245, -0.024], [0.548, -0.061, 0.953], [-0.135, 0.276, 0.438], [0.367, -0.362, 0.340], [-0.182, 1.142, -0.196], [0.448, -0.069, 0.061], [0.553, -0.067, -0.458], [0.430, 1.126, -0.817], [-0.854, 0.102, -0.162], [-0.582, -0.901, -0.831], [0.171, -0.290, 0.033], [0.081, 0.381, 0.121], [-0.360, -0.328, -0.349], [-1.055, -0.515, -0.906], [1.102, 0.322, 0.750], [-0.591, 0.216, 0.699], [0.206, 0.254, 0.226], [0.592, -0.469, -0.637], [-0.392, 0.296, -0.777], [0.453, 0.289, -0.432], [-0.207, -0.565, 1.191], [0.192, -0.338, 0.090], [0.116, 0.158, -0.127], [-0.412, 0.668, -0.314], [-0.381, 0.072, -0.137], [0.207, 0.249, -0.095], [0.513, 0.060, 0.068], [-0.346, 0.260, 0.023], [-0.170, 0.142, 0.150], [0.344, -0.370, -0.362], [0.276, -0.462, -0.163], [-0.533, 0.704, -0.577], [0.149, 0.061, 1.309], [0.840, -0.386, 1.043], [0.000, -0.182, -0.016], [-0.253, 0.514, 0.234]], "charge": -2, "max_force_ev_per_a": 2.272, "de_lowest_ev": 0.0000, "gap_ev": 6.041}